{
  "formula": "C7H14N",
  "method": "ωB97M-V/def2-TZVPD",
  "relative_energy_kcal_mol": 106.2,
  "lumo_ha": -0.12505,
  "total_charge": 1,
  "species": ["C", "C", "C", "C", "C", "C", "C", "N", "H", "H", "H", "H", "H", "H", "H", "H", "H", "H", "H", "H", "H", "H"],
  "xyz": [[-1.979, -0.677, -0.632], [-1.975, -0.759, 0.690], [0.892, -1.705, -0.179], [1.147, 0.584, -1.203], [1.329, 0.214, 1.319], [-1.360, 1.623, 0.065], [0.871, -0.242, 0.047], [-1.058, 0.207, 0.067], [-2.312, -1.036, -1.514], [-2.389, -1.258, 1.561], [1.080, -2.225, 0.813], [-0.091, -2.153, -0.600], [1.642, -1.976, -0.883], [0.969, 1.712, -1.097], [0.434, 0.170, -2.084], [2.163, 0.492, -1.707], [2.390, 0.041, 1.118], [1.470, 1.308, 1.587], [1.123, -0.372, 2.234], [-1.608, 2.041, -0.813], [-2.232, 1.881, 0.782], [-0.506, 2.133, 0.428]]
}

---

{
  "formula": "C5H13N2O",
  "method": "ωB97M-V/def2-TZVPD",
  "smiles": "C[C@@H](CC[O-])NCN",
  "relative_energy_kcal_mol": 23.6,
  "lumo_ha": 0.13727,
  "total_charge": -1,
  "species": ["C", "C", "C", "C", "O", "N", "C", "N", "H", "H", "H", "H", "H", "H", "H", "H", "H", "H", "H", "H", "H"],
  "xyz": [[1.153, -0.104, -1.027], [0.218, 0.150, 0.149], [-0.651, 1.394, -0.016], [0.069, 2.732, -0.349], [0.764, 2.702, -1.526], [-0.661, -1.018, 0.390], [0.032, -2.220, 0.801], [-0.869, -3.190, 1.426], [0.671, -0.426, -1.962], [1.607, 0.843, -1.257], [1.828, -0.963, -0.895], [0.834, 0.329, 1.037], [-1.442, 1.249, -0.755], [-1.163, 1.525, 0.952], [0.854, 2.903, 0.430], [-0.718, 3.516, -0.291], [-1.185, -1.219, -0.454], [0.568, -2.785, 0.029], [0.799, -1.931, 1.522], [-1.054, -2.989, 2.396], [-1.731, -3.254, 0.905]]
}

---

{
  "formula": "C4H6N2",
  "method": "ωB97M-V/def2-TZVPD",
  "relative_energy_kcal_mol": 134.1,
  "lumo_ha": 0.03030,
  "species": ["C", "C", "C", "C", "N", "N", "H", "H", "H", "H", "H", "H"],
  "xyz": [[-0.986, 0.205, -1.333], [-0.342, 0.292, -2.459], [0.236, -0.027, 0.548], [1.172, -0.321, 1.599], [-1.061, 0.123, 0.791], [-1.748, 0.292, -0.357], [0.164, 1.216, -2.701], [0.069, -0.623, -3.010], [1.479, -1.339, 1.175], [0.808, -0.357, 2.649], [1.967, 0.493, 1.508], [-1.757, 0.047, 1.589]]
}